Record 1
Below is C3H3ClFNO in the gas phase, with properties calculated with ωB97M-V/def2-TZVPD.

Structure (ORCA input):
```
! RIJCOSX wB97M-V def2-TZVPD def2/J DEFGRID3
* xyz 0 1
O -2.706 -0.806 -0.217
C -1.431 -0.770 0.097
N -0.862 0.451 0.234
C 0.534 0.738 -0.022
C 1.563 -0.063 0.015
F 2.760 0.631 -0.072
Cl 1.759 -1.720 -0.034
H -0.752 -1.542 0.606
H -1.498 1.299 -0.351
H 0.633 1.782 -0.256
*
```

Values from the calculation:
Gap between HOMO and LUMO: 9.8 eV
Relative energy (zero: lowest compared OMol25 entry of this formula, charge and spin): 1.9505 eV
Electronic energy: -806.08797 hartree
LUMO level: 0.0164 hartree

Record 2
Below is 2 unconnected molecules or ions with the total composition C3H3ClN3OS, with properties calculated with ωB97M-V/def2-TZVPD.

Structure (ORCA input):
```
! RIJCOSX wB97M-V def2-TZVPD def2/J DEFGRID3
* xyz 1 1
C 1.240 -0.068 1.729
C 0.124 0.742 -1.215
C -0.394 0.606 0.069
N 0.208 0.323 1.229
N -1.735 0.823 0.062
N -2.342 1.104 -1.019
O 2.112 -0.411 2.374
S -1.059 1.116 -2.353
Cl 1.450 -2.224 -0.380
H 1.158 0.626 -1.482
H -2.299 0.769 0.915
H 1.537 -3.407 0.072
*
```

Values from the calculation:
Gap between HOMO and LUMO (alpha / beta): 8.5 / 8.5 eV
Relative energy (zero: lowest compared OMol25 entry of this formula, charge and spin): 0.0000 eV
Electronic energy: -1213.69812 hartree
LUMO level (alpha / beta): -0.2121 / -0.2120 hartree